Record 1
C4H7NO | ωB97M-V with the def2-TZVPD basis set

The energy relative to the best compared isomer or geometry (same formula, charge and spin) comes out at 34.36 kcal/mol. The HOMO-LUMO gap is 0.4002 Ha. Its LUMO energy is 1.190 eV. Its net charge is 0.

Last column: Löwdin charge in e.
Positions of all 13 atoms, in Å:
O  0.174  3.065  0.033  0.0090
N  -0.493  0.039  0.398  -0.0551
C  1.110  2.449  0.228  0.0030
C  -1.846  0.246  -0.069  -0.1427
C  0.229  -0.806  -0.209  -0.2581
C  1.638  -1.083  0.218  -0.0891
H  -2.107  -0.349  -0.960  0.0723
H  2.311  -1.140  -0.644  0.0722
H  -1.979  1.309  -0.298  0.0644
H  -0.156  -1.383  -1.068  0.1141
H  1.687  -2.049  0.737  0.0749
H  -2.546  -0.001  0.737  0.0769
H  1.979  -0.298  0.897  0.0582

Cartesian forces, eV/Å:
O 1.2 -0.7 0.2
N 0.2 -0.4 -0.3
C -1.1 0.8 -0.2
C -0.2 0.0 0.0
C -0.1 0.1 0.2
C 0.0 0.0 0.1
H 0.1 0.1 0.1
H -0.1 0.0 0.1
H 0.0 -0.2 0.0
H 0.0 0.1 0.1
H 0.0 0.1 -0.1
H 0.1 0.1 -0.1
H 0.0 -0.1 -0.1


Record 2
C4H7NO | ωB97M-V with the def2-TZVPD basis set

The energy relative to the best compared isomer or geometry (same formula, charge and spin) comes out at 93.47 kcal/mol. The HOMO-LUMO gap is 0.3342 Ha. Its LUMO energy is 0.781 eV. Its net charge is 0.

Last column: Löwdin charge in e.
Positions of all 13 atoms, in Å:
O  0.411  0.799  -1.540  0.0971
N  -0.437  -0.509  0.126  -0.0348
C  -1.666  0.434  0.988  0.0233
C  -1.840  -0.316  -0.281  -0.2353
C  1.945  0.042  0.154  0.0102
C  0.609  0.169  -0.528  -0.4910
H  -2.406  -1.249  -0.288  0.1016
H  -0.249  -1.040  0.960  0.1320
H  2.629  0.773  -0.278  0.0895
H  -1.342  1.448  0.697  0.0207
H  1.842  0.220  1.229  0.0901
H  -1.851  0.190  -1.248  0.1051
H  2.355  -0.963  0.009  0.0916

Cartesian forces, eV/Å:
O 0.1 -0.3 0.4
N 0.1 0.2 0.1
C -0.1 0.3 -0.2
C -0.1 -0.1 0.0
C 0.1 0.0 0.0
C 0.0 0.2 -0.2
H 0.1 0.1 0.1
H 0.2 -0.3 -0.2
H -0.1 -0.1 0.1
H -0.1 -0.1 0.0
H 0.0 0.0 -0.1
H 0.0 -0.1 0.1
H -0.1 0.1 0.0


Record 3
C4H7NO | ωB97M-V with the def2-TZVPD basis set

The energy relative to the best compared isomer or geometry (same formula, charge and spin) comes out at 16.77 kcal/mol. The HOMO-LUMO gap is 0.3978 Ha. Its SMILES is NC(=O)C1CC1. Its LUMO energy is 0.969 eV. Its net charge is 0.

Last column: Löwdin charge in e.
Positions of all 13 atoms, in Å:
O  -0.209  0.947  -1.742  0.0569
N  -0.365  2.164  0.165  0.1506
C  0.430  -0.109  0.309  -0.2272
C  -0.067  1.024  -0.536  -0.5244
C  0.786  -1.386  -0.387  -0.1100
C  -0.474  -1.317  0.412  -0.1028
H  0.982  0.174  1.200  0.1359
H  1.620  -1.962  0.001  0.1031
H  -0.888  2.863  -0.342  0.1059
H  -1.413  -1.277  -0.129  0.1090
H  -0.521  -1.830  1.369  0.0994
H  -0.570  2.078  1.148  0.0979
H  0.689  -1.370  -1.468  0.1056

Cartesian forces, eV/Å:
O 0.0 0.0 0.3
N -0.1 0.0 0.0
C 0.1 0.1 0.0
C -0.1 -0.1 -0.2
C 0.1 -0.1 -0.1
C -0.2 -0.2 0.0
H -0.1 -0.1 -0.1
H -0.1 0.1 0.0
H 0.1 -0.1 0.0
H 0.1 0.0 0.0
H 0.0 0.1 -0.1
H 0.1 0.0 -0.1
H 0.0 0.0 0.2


Record 4
C4H7NO | ωB97M-V with the def2-TZVPD basis set

The energy relative to the best compared isomer or geometry (same formula, charge and spin) comes out at 156.73 kcal/mol. The HOMO-LUMO gap (spin up / spin down) is 0.3037 / 0.3037 Ha. Its LUMO energy (spin up / spin down) is -0.869 / -0.869 eV. Its net charge is 0.

Last column: Löwdin charge in e.
Positions of all 13 atoms, in Å:
O  -0.251  -1.125  2.435  -0.1138
N  -0.435  -1.515  1.129  0.0292
C  0.179  0.775  0.317  -0.0453
C  0.186  0.824  -1.263  -0.1374
C  -0.312  -0.593  0.245  -0.3580
C  -0.430  -0.614  -1.284  -0.1006
H  -0.209  1.567  0.927  0.0531
H  1.158  0.894  -1.751  0.1002
H  -0.467  1.596  -1.709  0.1104
H  1.341  0.759  1.830  0.1861
H  0.571  -0.546  2.612  0.0529
H  0.136  -1.376  -1.838  0.1110
H  -1.467  -0.645  -1.651  0.1121

Cartesian forces, eV/Å:
O 0.7 0.3 0.5
N 0.0 0.2 -0.5
C 0.8 0.1 1.1
C 0.4 0.1 0.3
C 0.0 -0.3 0.7
C 0.0 0.0 0.3
H -0.6 0.1 -0.1
H 0.0 0.0 0.1
H 0.3 -0.2 0.6
H -1.0 -0.2 -2.6
H -1.0 -0.3 -1.1
H 0.0 0.2 0.4
H 0.3 0.1 0.3


Record 5
C4H7NO | ωB97M-V with the def2-TZVPD basis set

The energy relative to the best compared isomer or geometry (same formula, charge and spin) comes out at 57.37 kcal/mol. The HOMO-LUMO gap (spin up / spin down) is 0.2901 / 0.2901 Ha. Its LUMO energy (spin up / spin down) is 0.448 / 0.448 eV. Its net charge is 0.

Last column: Löwdin charge in e.
Positions of all 13 atoms, in Å:
O  -1.640  -0.262  1.600  -0.0587
N  -0.309  0.770  -0.618  0.0092
C  0.182  -0.301  0.096  -0.3155
C  -0.625  -0.804  1.140  -0.2925
C  1.488  -0.888  -0.336  -0.0728
C  -1.200  1.655  -0.258  0.0737
H  2.321  -0.187  -0.185  0.0743
H  -1.616  2.306  -1.015  0.0805
H  1.510  -1.201  -1.391  0.0729
H  -0.318  -1.806  1.506  0.1166
H  -1.503  1.674  0.775  0.0749
H  1.703  -1.774  0.270  0.0758
H  0.006  0.819  -1.585  0.1615

Cartesian forces, eV/Å:
O 0.1 -0.1 0.0
N -0.1 0.1 0.0
C -0.1 0.0 0.1
C 0.1 0.0 0.0
C 0.1 -0.1 0.0
C 0.0 -0.1 0.0
H -0.1 -0.1 0.0
H 0.2 0.0 0.0
H 0.0 0.0 0.1
H 0.0 0.2 0.0
H -0.1 0.0 -0.1
H -0.1 0.1 -0.1
H 0.1 0.0 0.1


Record 6
C4H7NO2 | ωB97M-V with the def2-TZVPD basis set

The energy relative to the best compared isomer or geometry (same formula, charge and spin) comes out at 55.06 kcal/mol. The HOMO-LUMO gap (spin up / spin down) is 0.1283 / 0.2773 Ha. Its LUMO energy (spin up / spin down) is 3.927 / 3.898 eV. Its net charge is -1. As for the spin multiplicity: 2.

Last column: Mulliken spin population.
Positions of all 14 atoms, in Å:
O  2.185  -0.820  1.469  0.2324
O  -1.105  -0.798  -2.161  0.0510
N  0.344  -1.171  0.028  -0.0465
C  -1.335  -0.070  -1.200  -0.0431
C  0.200  1.602  0.055  0.0846
C  -0.454  0.166  0.030  0.2635
C  1.159  -1.497  1.131  0.5158
H  -2.250  0.635  -1.302  0.0062
H  0.868  -2.368  1.672  -0.0168
H  1.242  1.266  -0.119  -0.0031
H  -0.065  2.366  -0.698  -0.0150
H  0.015  1.972  1.125  -0.0427
H  0.432  -1.456  -0.919  0.0172
H  -1.236  0.174  0.889  -0.0034

Cartesian forces, eV/Å:
O 0.1 0.2 0.0
O -0.2 0.5 1.0
N -1.5 3.0 1.7
C -0.2 1.5 -1.1
C 0.8 -1.4 1.2
C -2.1 -2.2 -0.7
C 0.5 0.8 -0.7
H 0.7 -0.8 0.5
H -0.3 -0.9 0.5
H -0.1 1.0 0.5
H -0.3 -0.6 0.3
H 0.7 -0.2 -1.7
H 0.6 -0.4 -0.6
H 1.2 -0.3 -0.9


Record 7
C4H7NO2 | ωB97M-V with the def2-TZVPD basis set

The energy relative to the best compared isomer or geometry (same formula, charge and spin) comes out at 74.62 kcal/mol. The HOMO-LUMO gap is 0.3463 Ha. Its LUMO energy is 0.506 eV. Its net charge is 0.

Last column: Löwdin charge in e.
Positions of all 14 atoms, in Å:
O  -0.655  2.154  0.238  0.0643
O  -0.134  -1.366  -0.030  -0.1551
N  -1.410  0.394  1.458  0.1821
C  1.005  -1.813  0.425  0.0822
C  -0.164  -0.025  -0.611  -0.2792
C  -0.753  0.954  0.412  -0.4973
C  1.163  0.460  -1.154  -0.0575
H  0.695  -2.806  0.840  0.0246
H  -0.897  -0.118  -1.420  0.1603
H  1.537  -0.225  -1.920  0.0875
H  -1.823  1.009  2.142  0.1186
H  1.911  0.538  -0.365  0.0791
H  -1.474  -0.603  1.578  0.1002
H  0.999  1.447  -1.592  0.0900

Cartesian forces, eV/Å:
O -0.1 -0.4 0.1
O 0.4 -0.1 0.2
N 0.0 0.1 0.1
C -0.5 -0.1 -0.1
C 0.0 0.2 -0.2
C 0.0 0.1 0.0
C 0.0 0.0 0.0
H 0.1 0.2 -0.1
H 0.1 0.0 0.1
H -0.1 0.1 0.1
H 0.1 -0.1 -0.1
H -0.1 0.0 -0.1
H 0.0 0.2 0.0
H 0.0 -0.1 0.1


Record 8
C4H7NO2 | ωB97M-V with the def2-TZVPD basis set

The energy relative to the best compared isomer or geometry (same formula, charge and spin) comes out at 108.90 kcal/mol. The HOMO-LUMO gap is 0.3625 Ha. Its SMILES is N[C@@]12C[C@@H]1O2.C=O. Its LUMO energy is 0.970 eV. Its net charge is 0.

Last column: Löwdin charge in e.
Positions of all 14 atoms, in Å:
O  -1.382  -0.667  -2.583  -0.0227
O  -0.453  0.780  0.309  -0.0360
N  1.663  0.616  1.753  0.1286
C  -0.505  -0.549  0.895  -0.1617
C  0.736  0.115  0.855  -0.4694
C  0.591  -1.144  0.058  0.0203
C  -1.514  0.462  -2.175  -0.1618
H  1.231  1.205  2.456  0.0971
H  -1.213  -0.856  1.649  0.1429
H  2.410  1.124  1.294  0.0909
H  0.509  -1.103  -1.027  0.0876
H  -0.722  1.225  -2.275  0.0837
H  -2.447  0.805  -1.689  0.0877
H  1.095  -2.014  0.477  0.1128

Cartesian forces, eV/Å:
O -0.1 0.5 0.2
O 0.0 0.2 -0.1
N -0.1 0.2 -0.1
C -0.1 -0.2 0.2
C 0.1 -0.2 0.1
C 0.1 -0.1 -0.1
C 0.0 -0.3 -0.2
H 0.0 -0.1 0.0
H 0.1 0.1 -0.1
H -0.1 0.0 0.0
H 0.0 0.0 0.2
H -0.1 -0.1 0.0
H 0.1 -0.1 0.0
H -0.1 0.1 0.0


Record 9
C4H7NO2 | ωB97M-V with the def2-TZVPD basis set

The energy relative to the best compared isomer or geometry (same formula, charge and spin) comes out at 52.26 kcal/mol. The HOMO-LUMO gap is 0.3710 Ha. Its SMILES is O=C[C@@H]1NC[C@@H]1O. Its LUMO energy is 0.748 eV. Its net charge is 0.

Last column: Löwdin charge in e.
Positions of all 14 atoms, in Å:
O  1.958  0.638  1.157  0.0629
O  -0.589  -1.479  0.878  -0.0204
N  0.089  1.239  -0.817  0.0086
C  -0.707  -0.658  -0.259  -0.3081
C  1.661  -0.269  0.417  -0.2079
C  0.661  -0.104  -0.710  -0.2568
C  -1.111  0.819  -0.062  -0.1326
H  -2.053  1.136  -0.523  0.1067
H  2.103  -1.280  0.524  0.1318
H  -1.263  -1.159  -1.062  0.1458
H  -1.389  -1.395  1.409  0.1035
H  -1.098  1.106  0.999  0.1234
H  0.660  1.913  -0.311  0.0996
H  1.079  -0.507  -1.641  0.1435

Cartesian forces, eV/Å:
O 0.0 -0.3 -0.2
O -0.2 -0.1 0.2
N 0.2 0.1 0.1
C -0.1 0.1 -0.2
C 0.1 0.2 0.1
C 0.2 -0.1 -0.1
C -0.3 0.0 0.1
H 0.1 -0.1 0.1
H 0.0 0.2 0.0
H 0.1 0.1 0.1
H 0.0 -0.1 0.0
H 0.0 -0.1 -0.2
H -0.1 0.0 -0.1
H 0.0 0.0 0.1


Record 10
C4H7NO2 | ωB97M-V with the def2-TZVPD basis set

The energy relative to the best compared isomer or geometry (same formula, charge and spin) comes out at 40.66 kcal/mol. The HOMO-LUMO gap is 0.3953 Ha. Its SMILES is C/N=C1/COCO1. Its LUMO energy is 0.878 eV. Its net charge is 0.

Last column: Löwdin charge in e.
Positions of all 14 atoms, in Å:
O  1.301  1.770  0.138  -0.0768
O  -0.662  0.613  0.369  0.0144
N  -0.118  -1.276  -0.893  0.0559
C  0.192  -0.208  -0.311  -0.3682
C  -0.054  1.883  0.501  -0.1840
C  -1.516  -1.674  -0.898  -0.1156
C  1.558  0.429  -0.239  -0.0927
H  -0.558  2.584  -0.178  0.1370
H  2.058  0.390  -1.212  0.1344
H  2.182  -0.054  0.524  0.1340
H  -2.183  -0.972  -0.383  0.0730
H  -0.156  2.202  1.546  0.1365
H  -1.838  -1.770  -1.940  0.0763
H  -1.609  -2.659  -0.431  0.0759

Cartesian forces, eV/Å:
O 0.0 0.0 0.0
O -0.1 0.0 -0.1
N 0.1 0.4 0.2
C 0.1 -0.3 -0.2
C -0.2 0.3 0.1
C -0.2 -0.1 0.0
C 0.1 -0.3 -0.1
H 0.1 0.0 0.2
H -0.1 0.0 0.2
H -0.1 0.0 -0.2
H 0.1 -0.1 -0.1
H 0.1 0.0 -0.2
H 0.0 0.0 0.1
H 0.0 0.1 -0.1